A 2-piece molecular cluster, C3H3OS2 overall in a non-equilibrium geometry, computed with ωB97M-V/def2-TZVPD.

Geometry as XYZ:
```
9
Properties=species:S:1:pos:R:3:forces:R:3:nbo_charge:R:1
C -1.408 1.565 0.339 -0.35 -0.37 -1.53 -0.535
C -1.199 0.220 0.263 -0.19 2.96 1.59 -0.341
C 2.353 -1.690 -0.720 1.19 1.23 -2.42 0.472
O 2.394 -1.031 -1.698 -0.93 -1.00 2.12 -0.491
S 2.769 -2.726 0.374 -0.32 -0.25 0.48 -0.038
S 0.019 -0.473 1.255 0.57 -1.14 -0.54 -0.543
H -2.236 2.076 -0.131 -0.60 -0.35 -0.42 0.144
H -0.669 2.287 0.553 1.05 0.33 1.09 0.168
H -2.023 -0.229 -0.235 -0.40 -1.41 -0.36 0.163
```
Positions in Å, forces in eV/Å.

Values from the calculation:
Charge: -1
Kohn-Sham gap in eV: 5.48
Electronic energy in a.u.: -987.73895
Energy relative to the best compared isomer or geometry (same formula, charge and spin) in eV: 1.264



C3H4 as an isolated structure in a non-equilibrium geometry, computed with ωB97M-V/def2-TZVPD.

Geometry as XYZ:
```
7
Properties=species:S:1:pos:R:3:forces:R:3:nbo_charge:R:1
C -0.813 0.284 -0.090 -0.77 1.17 0.27 -0.184
C 0.211 0.559 0.667 -1.85 -1.16 -1.92 -0.177
C 0.378 -0.508 -0.365 -1.37 -4.85 4.36 -0.373
H -1.818 0.557 -0.449 0.77 -0.28 0.37 0.225
H 0.682 1.215 1.300 0.88 1.07 1.46 0.217
H 0.372 -1.801 0.071 0.28 3.86 -1.55 0.120
H 0.989 -0.307 -1.134 2.06 0.18 -2.99 0.172
```
Positions in Å, forces in eV/Å.

Values from the calculation:
Charge: 0
Kohn-Sham gap in eV: 10.55
Electronic energy in a.u.: -116.56562
Energy relative to the best compared isomer or geometry (same formula, charge and spin) in eV: 1.938



A 17-piece molecular cluster, C3H40O17 overall in a non-equilibrium geometry, computed with ωB97M-V/def2-TZVPD.

Geometry as XYZ:
```
60
Properties=species:S:1:pos:R:3:forces:R:3:lowdin_spin:R:1
C -1.748 -0.458 3.246 0.53 1.81 -0.75 0.011
C -2.045 0.226 1.848 -0.31 -2.19 -0.21 0.015
C -3.464 0.788 1.849 -1.40 1.39 -0.46 0.022
O -1.961 -0.790 0.705 2.50 3.35 1.76 0.011
H -1.210 0.361 3.696 0.42 -0.16 0.85 0.002
H -1.288 -1.388 3.473 1.90 -0.83 -1.48 0.001
H -2.493 -0.740 3.919 -2.79 0.74 0.62 0.001
H -1.222 1.020 1.777 -1.42 -1.41 -0.83 0.008
H -4.276 0.049 1.986 0.76 -0.17 0.09 0.002
H -3.918 1.480 1.034 1.71 -1.20 0.65 0.009
H -3.491 1.430 2.714 -0.20 0.23 0.59 0.003
H -2.598 -1.451 0.800 -1.83 -1.72 0.46 0.004
H -0.432 -2.878 -0.750 -0.87 -1.08 3.21 0.003
H -0.121 -1.756 -1.610 0.54 -2.20 0.10 0.008
O -0.199 -2.786 -1.626 0.84 2.95 -3.05 0.016
H 4.604 0.046 -0.447 -0.29 -1.62 -0.13 0.003
H 4.115 -1.491 -0.473 0.19 0.51 -0.78 0.002
O 4.281 -0.722 0.075 0.24 0.78 1.60 0.007
H 2.066 -3.794 1.059 0.32 0.65 -0.17 0.001
H 3.360 -3.362 0.208 -0.86 -0.32 0.83 0.001
O 2.838 -4.102 0.575 0.55 -0.38 -0.65 0.004
H -2.661 2.844 -1.950 0.03 0.10 0.43 0.033
H -1.899 1.584 -1.814 -0.18 -0.51 -0.08 0.022
O -2.375 2.221 -1.260 -0.21 0.24 -0.35 0.084
H 0.721 3.638 -2.016 -0.28 0.16 -1.46 0.043
H 0.101 2.234 -1.621 -1.30 -1.09 -1.34 0.026
O 0.624 2.955 -1.374 2.19 1.22 2.44 0.090
H -1.277 -1.047 -2.508 -0.60 1.22 -0.76 0.007
H -2.692 -0.685 -2.649 0.58 0.97 0.04 0.007
O -1.814 -0.263 -2.817 0.72 -1.86 -0.44 0.055
H -3.138 -0.087 -0.397 -1.34 -1.38 -2.75 0.007
H -4.367 -0.240 -1.472 -1.05 0.89 -0.10 0.009
O -3.581 -0.652 -1.163 0.72 0.21 2.69 0.021
H 2.389 -1.000 3.148 1.63 -2.07 -1.42 0.002
H 3.129 -0.727 1.915 0.55 -1.40 0.00 0.002
O 3.002 -1.533 2.491 -2.24 3.41 1.50 0.006
H 2.656 -2.596 -2.832 -0.92 1.09 -0.99 0.008
H 2.807 -3.608 -1.904 -3.60 -4.32 4.12 0.002
O 3.315 -3.099 -2.395 4.33 3.22 -2.97 0.012
H -0.937 3.255 3.667 0.23 1.06 0.54 0.004
H -2.003 3.452 2.465 1.14 -0.26 0.93 0.006
O -1.366 2.856 2.931 -1.36 -0.69 -1.34 0.013
H 2.849 0.792 0.422 0.31 -0.91 -0.46 0.005
H 1.874 1.899 0.720 1.82 -0.48 0.64 0.008
O 2.763 1.521 1.026 -2.24 1.32 -0.20 0.017
H 3.813 -0.610 -2.843 0.47 1.85 1.28 0.008
H 3.360 0.752 -1.998 2.25 -2.13 -1.49 0.015
O 4.180 0.148 -2.281 -2.84 0.91 -0.83 0.028
H -0.340 3.432 1.036 -0.73 -5.84 0.73 0.010
H 0.452 4.338 -0.013 -2.65 -1.01 3.22 0.010
O -0.183 4.274 0.849 3.16 7.10 -3.50 0.022
H -0.609 -0.195 -0.120 -1.41 -0.02 0.69 0.007
H -0.233 0.451 -1.495 -0.10 -0.33 0.36 0.018
O 0.056 -0.137 -0.777 2.35 0.33 -1.45 0.038
H 1.386 1.831 -4.501 -0.24 -1.97 2.27 0.058
H 0.684 0.559 -4.044 -3.96 -3.35 -1.87 0.027
O 1.309 1.107 -3.740 4.10 5.19 -0.28 0.126
H -0.874 -2.333 1.401 -0.32 -2.42 0.50 0.003
H -0.885 -3.669 2.415 -0.28 1.26 -2.82 0.002
O -1.036 -3.347 1.443 0.70 1.11 2.30 0.006
```
Positions in Å, forces in eV/Å.

Values from the calculation:
Charge: -1
Kohn-Sham gap (spin up / spin down) in eV: 2.24 / 10.05
Multiplicity: 2
Electronic energy in a.u.: -1417.18343
Energy relative to the best compared isomer or geometry (same formula, charge and spin) in eV: 2.897



A 17-piece molecular cluster, C3H40O18 overall in a non-equilibrium geometry, computed with ωB97M-V/def2-TZVPD.

Geometry as XYZ:
```
61
Properties=species:S:1:pos:R:3:forces:R:3:nbo_charge:R:1
C -0.652 0.772 0.512 -1.19 2.33 -1.61 -0.064
O -0.433 0.022 -0.701 0.47 1.02 -0.40 -0.841
C 0.231 0.283 1.589 0.51 -3.21 1.31 -0.501
C -0.225 0.388 3.029 -1.94 3.91 -0.09 -0.061
O -1.115 -0.581 3.516 0.64 -0.77 -0.05 -0.735
H -0.367 1.852 0.266 -0.67 -1.57 0.39 0.182
H -1.800 0.739 0.633 2.00 0.15 0.58 0.185
H 0.014 0.627 -1.383 -0.78 -0.97 0.14 0.537
H 0.315 -0.840 1.376 0.38 1.59 0.38 0.248
H 1.244 0.716 1.638 -0.35 -0.13 -0.87 0.209
H 0.608 0.612 3.684 0.39 -0.69 0.32 0.172
H -0.806 1.402 3.109 0.68 -1.58 -0.09 0.167
H -0.545 -1.352 3.678 -0.30 -0.08 -0.10 0.494
H 2.689 -0.109 -0.577 -0.31 -0.04 -0.15 0.520
H 3.642 0.239 0.482 0.11 0.00 -0.10 0.502
O 3.201 0.670 -0.278 0.30 -0.12 0.47 -1.013
H 0.159 -4.536 -0.377 0.69 -0.35 -0.30 0.480
H -0.999 -3.897 0.174 -0.58 0.60 0.26 0.487
O -0.324 -4.516 0.448 0.32 -0.38 0.55 -0.989
H -2.355 -1.137 2.138 -0.91 0.69 0.07 0.503
H -3.453 -0.210 1.421 0.40 -0.72 0.50 0.477
O -3.261 -1.113 1.743 0.26 0.00 -0.34 -0.975
H -0.997 3.715 0.749 -1.02 -0.26 0.10 0.509
H -2.526 4.155 0.690 0.47 -0.40 0.20 0.481
O -1.939 3.378 0.747 0.07 1.06 0.08 -0.982
H 0.684 -3.363 -2.895 0.33 -0.85 0.81 0.479
H -0.569 -3.916 -2.363 1.43 -0.47 0.63 0.510
O 0.429 -4.025 -2.203 -1.88 1.55 -1.78 -0.986
H 1.096 1.667 -2.620 -1.09 0.55 -0.83 0.500
H -0.227 0.939 -3.446 0.57 0.80 0.55 0.526
O 0.587 0.912 -2.908 0.71 -2.15 0.10 -0.991
H -2.248 1.042 -3.150 -0.62 1.36 0.22 0.495
H -1.863 0.132 -1.972 0.13 0.54 -0.09 0.495
O -2.009 0.166 -2.924 0.01 -2.35 -0.89 -0.990
H -2.481 -2.182 0.342 0.44 0.24 -0.47 0.513
H -1.478 -1.518 -0.659 0.44 0.58 0.16 0.494
O -1.780 -2.363 -0.331 -1.21 -0.56 0.63 -1.011
H 3.957 -0.072 2.678 -0.70 -0.85 -0.12 0.477
H 2.848 -1.164 2.227 -0.44 0.13 0.46 0.511
O 3.759 -0.868 2.146 1.12 0.76 -0.26 -0.975
H -2.271 -1.953 -3.394 -0.06 0.36 -0.25 0.485
H -2.590 -2.476 -2.039 -0.14 0.08 1.44 0.481
O -2.509 -2.759 -2.933 0.31 -0.73 -1.47 -0.977
H -0.959 2.911 -1.874 0.61 -0.20 -0.97 0.481
H -2.002 2.806 -0.912 -0.61 -0.71 -0.48 0.494
O -1.789 2.432 -1.807 -0.25 1.35 1.29 -1.011
H 2.783 2.052 0.628 0.22 1.67 -0.04 0.525
H 3.688 3.273 0.388 0.82 0.36 -0.47 0.487
O 2.899 3.058 0.862 -0.93 -2.09 0.31 -0.984
H 1.605 -2.402 -0.830 0.06 1.06 0.61 0.499
H 0.803 -1.028 -0.788 1.40 -1.01 1.26 0.507
O 1.615 -1.519 -0.376 -1.08 -0.70 -1.78 -1.025
H 1.411 -3.043 3.547 0.00 0.35 -0.29 0.487
H 0.969 -2.843 2.117 -0.39 -0.55 -1.06 0.510
O 1.194 -2.352 2.898 0.38 -0.01 1.29 -0.982
H 1.840 3.159 -2.277 -0.66 0.83 0.44 0.482
H 0.825 3.950 -1.280 0.51 -1.18 -0.69 0.509
O 0.897 3.327 -2.065 0.88 0.94 0.03 -1.013
H 1.567 3.774 0.595 -0.59 0.32 -0.02 0.528
H 0.646 5.090 0.366 0.22 0.15 0.36 0.487
O 0.630 4.129 0.368 0.42 0.35 0.14 -1.011
```
Positions in Å, forces in eV/Å.

Values from the calculation:
Charge: 0
Kohn-Sham gap in eV: 10.05
Electronic energy in a.u.: -1492.59757
Energy relative to the best compared isomer or geometry (same formula, charge and spin) in eV: 3.652



A 16-piece molecular cluster, C3H42N2O15 overall in a non-equilibrium geometry, computed with ωB97M-V/def2-TZVPD.

Geometry as XYZ:
```
62
Properties=species:S:1:pos:R:3:forces:R:3:nbo_charge:R:1
C -0.275 0.817 0.864 4.14 0.39 0.75 -0.217
C -0.473 -0.653 0.953 -1.73 -0.32 0.19 -0.465
C -1.581 -1.247 0.056 -1.92 2.08 1.20 -0.279
N -1.118 -2.402 -0.744 -6.68 -0.57 1.27 -0.648
N 0.060 1.101 -0.598 0.57 6.11 2.56 -0.768
H 0.805 1.021 1.411 -3.23 -0.17 -1.03 0.238
H -1.055 1.455 1.308 0.34 -0.21 -0.66 0.256
H -0.887 -0.897 1.919 1.06 -0.01 -0.12 0.271
H 0.489 -1.083 0.787 0.49 -0.84 -0.08 0.223
H -2.341 -1.655 0.781 0.57 0.32 -1.04 0.277
H -2.227 -0.437 -0.544 1.87 -2.13 0.82 0.254
H -1.177 -3.248 -0.210 -0.04 -0.59 0.56 0.434
H -1.850 -2.468 -1.474 0.49 -0.46 0.02 0.451
H -0.305 -2.376 -1.170 5.46 0.91 -2.62 0.436
H -0.128 0.360 -1.215 -0.11 -1.47 -1.33 0.439
H 1.121 1.491 -0.671 -3.06 -0.90 -0.39 0.494
H -0.654 1.908 -0.825 2.30 -1.73 -0.39 0.475
H 0.329 -0.187 -3.054 -0.04 -0.79 0.57 0.526
H -0.941 -1.026 -2.830 -1.05 -0.12 -1.08 0.501
O -0.114 -0.806 -2.422 1.83 0.98 -0.29 -1.003
H 4.012 -2.325 0.676 -0.66 -1.55 -0.42 0.516
H 3.403 -3.844 0.391 1.08 -0.28 0.24 0.499
O 3.287 -2.901 0.317 -0.68 1.54 0.62 -0.964
H -3.705 0.381 2.207 -0.33 -0.47 -1.41 0.509
H -4.814 0.489 1.079 -0.09 0.10 0.31 0.482
O -3.931 0.157 1.262 0.43 0.38 0.84 -0.989
H 2.815 -0.950 4.290 1.04 1.37 1.49 0.476
H 2.243 -1.589 3.300 -0.64 0.88 -1.81 0.495
O 2.489 -0.628 3.453 0.02 -1.49 0.49 -0.980
H -2.546 4.389 1.271 -0.15 0.95 1.23 0.486
H -2.046 4.699 -0.191 -0.67 -0.86 1.37 0.489
O -2.410 4.007 0.429 0.92 -0.20 -2.71 -0.971
H -1.315 -0.778 3.436 -1.53 0.58 1.40 0.509
H -2.808 -0.796 4.141 0.14 -0.07 1.43 0.497
O -2.299 -0.831 3.353 0.72 -0.40 -2.07 -1.014
H 4.114 2.476 -0.320 -0.38 -1.28 1.49 0.536
H 3.210 1.148 0.349 0.64 -2.01 3.55 0.504
O 3.430 1.789 -0.239 -0.05 2.73 -5.18 -1.016
H 1.980 -2.887 1.558 -1.25 0.29 3.02 0.527
H 1.234 -3.448 3.031 0.37 0.16 -0.93 0.503
O 1.435 -2.670 2.473 0.83 -1.34 -2.34 -1.021
H -2.083 2.485 -2.492 -0.97 0.46 0.07 0.480
H -1.543 1.308 -3.276 0.00 0.76 0.36 0.482
O -1.269 2.128 -2.816 0.68 -0.91 -0.56 -0.949
H 2.996 -2.673 -2.832 -1.69 -1.24 -0.80 0.457
H 4.302 -2.215 -2.628 -1.02 1.14 0.87 0.473
O 3.370 -1.966 -2.352 2.71 0.22 -0.33 -0.929
H 3.158 1.435 -2.147 0.63 0.70 -0.40 0.513
H 2.610 2.234 -3.605 0.44 -1.95 2.94 0.512
O 2.469 1.595 -2.799 -1.47 1.14 -2.61 -1.032
H 0.228 1.267 3.902 0.61 4.49 2.11 0.474
H 0.886 0.005 3.625 -0.30 0.04 -0.23 0.504
O 0.016 0.479 3.547 0.09 -4.39 -1.33 -0.990
H -4.400 0.458 -2.947 0.30 -0.15 -0.06 0.492
H -3.796 0.737 -1.621 0.12 0.08 0.40 0.488
O -3.559 0.351 -2.469 -0.73 0.21 -0.15 -0.975
H -2.855 -0.973 -4.337 0.50 0.19 1.30 0.503
H -2.080 -2.103 -4.614 1.01 -1.79 -1.00 0.494
O -2.144 -1.500 -3.901 -1.71 1.18 -0.51 -0.962
H 2.325 3.583 2.421 0.88 0.61 -0.90 0.485
H 3.374 4.156 1.287 -1.16 -0.50 1.01 0.488
O 2.541 3.656 1.466 0.06 0.20 0.29 -0.972
```
Positions in Å, forces in eV/Å.

Values from the calculation:
Charge: +2
Kohn-Sham gap in eV: 10.54
Electronic energy in a.u.: -1376.93898
Energy relative to the best compared isomer or geometry (same formula, charge and spin) in eV: 4.708



A 18-piece molecular cluster, C3H42O18 overall in a non-equilibrium geometry, computed with ωB97M-V/def2-TZVPD.

Geometry as XYZ:
```
63
Properties=species:S:1:pos:R:3:forces:R:3:nbo_charge:R:1
O -3.336 1.372 -0.970 -0.66 2.00 -0.26 -0.800
H -3.840 1.395 -1.787 -0.37 -0.37 -0.47 0.549
H -2.448 1.070 -1.174 3.58 -0.91 -1.01 0.571
H -3.710 0.803 -0.294 -1.24 -1.29 1.21 0.563
C 1.367 -0.127 -0.267 -1.92 -0.70 -1.18 -0.634
C -0.160 -0.215 -0.702 0.72 0.77 0.79 0.119
C -0.923 -0.298 0.692 -0.45 -0.69 -1.73 -0.683
O -0.559 0.760 -1.669 -1.20 0.13 1.81 -1.060
H 1.663 0.843 0.134 -0.16 0.02 -0.39 0.191
H 1.864 -0.422 -1.191 0.77 0.34 0.27 0.216
H 1.526 -0.897 0.488 0.16 0.10 -0.17 0.200
H -0.306 -1.172 -1.204 0.15 -0.55 0.35 0.141
H -0.837 0.619 1.275 0.01 -0.17 0.20 0.202
H -0.625 -1.216 1.198 1.02 0.38 0.39 0.219
H -1.947 -0.648 0.565 -0.83 0.86 -0.33 0.168
O -3.955 -1.359 -1.577 -0.06 0.36 0.19 -0.951
H -4.889 -1.544 -1.672 -0.28 -0.13 -0.19 0.471
H -3.587 -2.164 -1.212 0.34 -0.28 -0.07 0.484
O 1.009 -1.047 -4.093 0.42 -0.46 0.12 -0.952
H 0.498 -0.904 -3.296 -0.25 0.03 0.26 0.466
H 0.669 -0.403 -4.715 -0.19 0.25 -0.26 0.487
O 2.775 1.183 2.898 -0.04 -0.10 0.22 -0.956
H 3.585 1.259 3.403 0.36 0.06 0.05 0.488
H 2.086 1.448 3.508 -0.36 -0.04 0.05 0.494
O -1.324 3.112 -3.128 -0.33 0.70 -0.56 -0.956
H -2.093 3.126 -2.558 0.04 0.17 0.13 0.447
H -0.730 2.487 -2.713 0.43 -0.65 0.64 0.508
O 3.984 -0.329 1.025 0.48 -0.44 0.39 -0.996
H 4.098 0.225 0.253 0.19 0.31 -0.62 0.502
H 3.374 0.156 1.580 -0.24 0.33 0.25 0.483
O 2.382 3.231 1.031 0.22 0.37 -0.12 -0.960
H 2.470 2.310 1.276 0.16 -0.09 0.25 0.471
H 1.481 3.312 0.719 -0.40 0.15 -0.10 0.481
O -4.653 0.113 0.919 -0.05 0.27 0.02 -0.954
H -5.442 0.495 1.304 -0.21 0.32 0.10 0.492
H -4.733 -0.826 1.091 0.31 -0.37 -0.08 0.503
O 0.862 -1.393 3.883 0.32 0.80 0.35 -0.965
H 0.432 -1.830 3.147 -0.04 -0.36 -0.19 0.492
H 0.987 -2.085 4.533 -0.08 -0.16 0.11 0.463
O 4.699 1.305 -1.309 -0.17 0.03 0.33 -0.939
H 4.350 0.713 -1.975 -0.21 -0.13 -0.38 0.482
H 5.642 1.142 -1.313 0.31 0.00 0.01 0.474
O 3.029 -2.745 1.815 0.07 -0.41 0.39 -0.957
H 2.909 -2.917 2.749 -0.13 -0.12 0.17 0.467
H 3.207 -1.806 1.765 0.55 0.56 -0.39 0.500
O 1.199 -3.643 0.166 -0.78 -0.50 -0.93 -0.975
H 0.411 -3.601 0.708 -0.13 0.05 0.17 0.458
H 1.814 -3.045 0.591 0.51 -0.02 0.44 0.491
O -0.610 3.307 0.594 0.00 0.22 0.18 -0.951
H -1.408 3.441 1.105 -0.09 0.18 0.22 0.464
H -0.814 2.568 0.020 0.22 -0.56 -0.67 0.485
O -3.052 -1.180 3.616 -0.07 -0.37 -0.20 -0.952
H -3.889 -0.789 3.868 -0.19 0.04 0.16 0.468
H -2.445 -0.441 3.575 0.36 0.19 -0.04 0.485
O -1.602 0.572 -4.368 -0.57 -0.44 -0.82 -0.989
H -1.148 0.525 -3.527 0.28 -0.02 0.95 0.494
H -1.635 1.507 -4.571 0.09 0.31 0.03 0.479
O -0.552 -3.365 2.622 -0.12 -0.10 -0.27 -0.963
H -1.463 -3.083 2.700 -0.44 0.24 0.12 0.489
H -0.560 -4.281 2.899 0.18 -0.33 0.05 0.489
O 1.841 1.628 -4.431 0.14 0.16 -0.31 -0.948
H 1.546 1.222 -3.616 -0.07 -0.30 0.36 0.481
H 1.515 2.527 -4.383 -0.04 0.31 -0.01 0.466
```
Positions in Å, forces in eV/Å.

Values from the calculation:
Charge: 0
Kohn-Sham gap in eV: 7.05
Electronic energy in a.u.: -1493.69692
Energy relative to the best compared isomer or geometry (same formula, charge and spin) in eV: 5.158